(1)
Entry from OMol25: an isolated molecule of C2H8P2 at a distorted geometry (wB97M-V/def2-TZVPD).

CARTESIAN COORDINATES (ANGSTROEM)
C: -0.7343 -0.9195 -1.1013
P: 0.1163 0.4499 -1.3945
P: 0.1125 0.7401 0.8482
C: 0.2908 -0.3967 2.0346
H: -0.0801 -1.3666 -0.4234
H: -0.8937 -1.5905 -1.9178
H: -0.5260 1.3461 -2.3172
H: 1.3145 0.6197 -2.1650
H: 0.5471 1.9099 1.3397
H: -1.2505 0.9802 0.5444
H: 1.2893 -0.3953 2.4832
H: -0.1859 -1.3772 2.0692

Cartesian forces (eV/Å) of the 2 atoms listed first:
C -0.844 -0.788 -1.147
P 1.125 1.967 -2.223

Its maximum force is 3.2 eV Å⁻¹. For the electronic energy, the calculation gives -20775.6003 eV.

***

(2)
Entry from OMol25: a cluster of 2 separate species, C2H8S in total (wB97M-V/def2-TZVPD).

CARTESIAN COORDINATES (ANGSTROEM)
C: -1.6692 -0.5245 0.7153
S: -1.9405 -1.7874 -0.5329
H: -2.4764 -0.5948 1.4420
H: -0.7414 -0.6455 1.2648
H: -1.7040 0.4701 0.2814
H: -0.6471 -2.0413 -0.7802
C: 1.8237 1.0110 -0.4895
H: 1.3706 0.5376 -1.3547
H: 1.0701 1.5945 0.0365
H: 2.6227 1.7088 -0.7334
H: 2.2915 0.2714 0.1507

Cartesian forces (eV/Å) of the 2 atoms listed first:
C -0.240 0.439 0.401
S 0.214 -0.312 -0.132

Its maximum force is 0.6 eV Å⁻¹. For the electronic energy, the calculation gives -13038.6740 eV.

***

(3)
Entry from OMol25: a cluster of 2 separate species, C2H8S2 in total at a distorted geometry (wB97M-V/def2-TZVPD).

CARTESIAN COORDINATES (ANGSTROEM)
C: 0.7735 -1.3662 -1.1694
S: 1.7224 -1.3149 0.3799
C: 1.0189 0.1716 1.1279
H: 0.0492 -0.5431 -1.2289
H: 1.4781 -1.2363 -1.9893
H: 0.1390 -2.2469 -1.2208
H: 0.0385 -0.0530 1.5561
H: 0.9478 0.9798 0.4099
H: 1.5902 0.4203 2.0160
S: -3.0059 1.5636 0.4993
H: -1.7770 2.1057 0.4631
H: -2.9745 1.5193 -0.8438

Cartesian forces (eV/Å) of the 2 atoms listed first:
C -0.381 0.596 0.147
S -0.105 0.177 -0.057

Its maximum force is 1.1 eV Å⁻¹. For the electronic energy, the calculation gives -23873.7288 eV.

***

(4)
Entry from OMol25: a cluster of 2 separate species, C2H8S3 in total at a distorted geometry (wB97M-V/def2-TZVPD).

CARTESIAN COORDINATES (ANGSTROEM)
C: 0.9368 0.1692 1.3763
C: 0.6748 -1.2693 0.8902
S: 2.0437 -1.7485 -0.2785
H: 1.6873 0.1906 2.1615
H: 1.3070 0.7612 0.5406
H: -0.0046 0.6042 1.7091
H: -0.2648 -1.3131 0.3565
H: 0.7942 -1.9671 1.7099
H: 2.2368 -2.9600 0.1872
S: -1.8540 0.9967 -2.4316
S: -2.8384 2.6157 -1.4483
H: -0.7495 1.7163 -2.7624
H: -3.9694 2.2042 -2.0103

Cartesian forces (eV/Å) of the 2 atoms listed first:
C -0.252 -0.518 -0.468
C 1.402 0.584 -0.231

Its maximum force is 1.5 eV Å⁻¹. For the electronic energy, the calculation gives -34708.9067 eV.

***

(5)
Entry from OMol25: a cluster of 2 separate species, C2H8S3 in total at a distorted geometry (wB97M-V/def2-TZVPD).

CARTESIAN COORDINATES (ANGSTROEM)
C: -1.1547 -0.7325 0.5430
C: -2.1472 -0.0934 -0.4465
S: -3.8551 -0.5812 -0.1111
H: -1.6256 -1.2936 1.3506
H: -0.5274 -1.4613 0.0233
H: -0.4895 -0.0572 1.0823
H: -1.7889 -0.2085 -1.4606
H: -2.1513 0.9737 -0.2106
H: -3.9855 -1.4415 -1.1615
S: 3.1761 0.9091 0.8771
S: 2.1883 0.1296 -0.8334
H: 4.3432 0.5677 0.3747
H: 2.1626 1.2618 -1.5693

Cartesian forces (eV/Å) of the 2 atoms listed first:
C 0.377 -0.919 0.152
C 0.691 0.819 1.662

Its maximum force is 2.0 eV Å⁻¹. For the electronic energy, the calculation gives -34708.8849 eV.

***

(6)
Entry from OMol25: a cluster of 2 separate species, C2H8S4 in total at a distorted geometry (wB97M-V/def2-TZVPD).

CARTESIAN COORDINATES (ANGSTROEM)
C: -0.9670 -1.8860 -0.3816
S: -0.6926 -1.4128 1.3513
S: 1.0602 -2.4985 1.8222
H: -0.8455 -1.0534 -1.0522
H: -0.1942 -2.6846 -0.5053
H: -1.9147 -2.3943 -0.4909
H: 1.5768 -1.4453 2.4646
C: 1.1714 1.4246 -0.2924
S: 0.5212 2.9556 -0.8145
S: -1.5187 2.3194 -1.1393
H: 0.6273 1.1706 0.6101
H: 1.1859 0.6182 -1.0519
H: 2.2030 1.5664 0.0637
H: -2.2131 3.3204 -0.5839

Cartesian forces (eV/Å) of the 2 atoms listed first:
C 1.214 -1.415 0.672
S -0.111 -0.210 0.276

Its maximum force is 2.0 eV Å⁻¹. For the electronic energy, the calculation gives -45544.0449 eV.

***

(7)
Entry from OMol25: a structure of composition C2H9FeO9P at a distorted geometry (wB97M-V/def2-TZVPD).

CARTESIAN COORDINATES (ANGSTROEM)
Fe: 0.5374 -0.3747 -0.2367
P: -0.9844 -1.3861 -2.1432
O: 0.1296 -2.0496 -1.1701
O: -2.0912 -2.4538 -2.0634
O: -0.4313 -1.2811 -3.5577
O: -1.1039 -0.0315 -1.3607
C: -2.0820 1.4574 1.6162
C: -1.6116 0.1184 2.1473
O: -2.0768 -0.2887 3.2333
O: -0.6801 -0.4428 1.5083
H: -1.9135 2.1737 2.4390
H: -3.1405 1.5501 1.3873
H: -1.4307 1.8019 0.8154
O: 1.9256 -0.0635 -1.9404
H: 2.1392 -0.8910 -2.3911
H: 1.6515 0.5452 -2.6360
O: 1.2055 1.6023 0.3865
H: 1.5534 2.2952 -0.1846
H: 0.8783 2.0455 1.1785
O: 2.1821 -1.2859 0.8564
H: 2.2756 -2.1337 1.3033
H: 3.0679 -0.9073 0.8125

Cartesian forces (eV/Å) of the 2 atoms listed first:
Fe -1.834 -1.633 -0.071
P -0.184 -3.715 0.560

Its maximum force is 3.8 eV Å⁻¹. As for the multiplicity: 5. For the electronic energy, the calculation gives -64326.6978 eV. Its charge is -2.

***

(8)
Entry from OMol25: a cluster of 2 separate species, C2H9N2 in total at a distorted geometry (wB97M-V/def2-TZVPD).

CARTESIAN COORDINATES (ANGSTROEM)
C: 1.9557 -1.8320 -0.8203
H: 1.7260 -2.0069 -1.9292
H: 0.9652 -1.5685 -0.2682
H: 2.6952 -1.0193 -0.7809
H: 2.4016 -2.7778 -0.3059
N: -1.6747 1.4103 1.5693
C: -1.0469 0.7558 0.5998
N: -0.6074 1.2869 -0.5126
H: -2.0629 2.4171 1.5032
H: -2.1339 0.8084 2.3130
H: -1.0260 -0.3174 0.7142
H: -0.3809 0.6275 -1.2912
H: -0.8111 2.2160 -0.7912

Cartesian forces (eV/Å) of the 2 atoms listed first:
C -0.942 -1.100 0.192
H 0.298 -0.058 1.664

Its maximum force is 5.8 eV Å⁻¹. As for the multiplicity: 2. For the electronic energy, the calculation gives -5197.3701 eV.

***

(9)
Entry from OMol25: the ion C2H9N2 with charge +1 at a distorted geometry (wB97M-V/def2-TZVPD).

CARTESIAN COORDINATES (ANGSTROEM)
N: -0.6317 1.7937 -0.6618
C: 0.1860 0.8207 0.0255
C: -0.4814 -0.5560 -0.0155
N: 0.6621 -1.5631 0.2168
H: -1.5858 1.8136 -0.3515
H: -0.2281 2.7175 -0.7100
H: 0.2189 1.0930 1.1483
H: 1.1705 0.7908 -0.4443
H: -1.0733 -0.7431 -0.8980
H: -1.0234 -0.6357 0.9371
H: 1.0815 -1.7527 -0.6962
H: 1.3513 -1.2806 0.9163
H: 0.3534 -2.4979 0.5334

Cartesian forces (eV/Å) of the 2 atoms listed first:
N 0.286 -0.553 -0.759
C -0.950 1.070 1.430

Its maximum force is 2.6 eV Å⁻¹. For the electronic energy, the calculation gives -5192.9473 eV. Its charge is +1.

***

(10)
Entry from OMol25: a cluster of 2 separate species, C2H9N2 in total at a distorted geometry (wB97M-V/def2-TZVPD).

CARTESIAN COORDINATES (ANGSTROEM)
N: 1.5220 -0.9713 -1.2264
H: 2.4221 -0.7104 -0.8115
H: 1.4693 -1.9607 -0.9605
H: 1.6921 -0.9767 -2.2260
H: 0.4062 -0.2268 -0.5739
C: -0.2742 0.2536 1.6299
C: -1.3593 0.7584 -0.4213
N: -0.3656 0.2223 0.1564
H: 0.1999 -0.6647 1.9506
H: 0.2610 1.1543 1.8949
H: -1.2787 0.2958 2.0282
H: -1.3197 0.8947 -1.4964
H: -2.2979 0.9017 0.0980

Cartesian forces (eV/Å) of the 2 atoms listed first:
N 0.834 -0.774 0.259
H -0.243 0.332 -0.120

Its maximum force is 1.2 eV Å⁻¹. For the electronic energy, the calculation gives -5193.1859 eV. Its charge is +1.

***

(11)
Entry from OMol25: a cluster of 2 separate species, C2H9N2 in total at a distorted geometry (wB97M-V/def2-TZVPD).

CARTESIAN COORDINATES (ANGSTROEM)
C: -2.7464 -0.0982 0.8838
H: -3.7782 -0.2596 1.1608
H: -2.6399 0.6571 0.0918
H: -2.1383 0.3104 1.6985
H: -2.2144 -0.9954 0.5815
N: 0.7233 -0.5282 -1.3186
C: 0.6888 0.0906 -0.1606
N: 1.7550 0.5179 0.4622
H: 1.6045 -0.6232 -1.7984
H: -0.1538 -0.5814 -1.8022
H: -0.2552 0.4675 0.2359
H: 1.7003 1.1548 1.2479
H: 2.7120 0.3424 0.1972

Cartesian forces (eV/Å) of the 2 atoms listed first:
C 1.398 0.816 -0.188
H -0.001 -0.074 0.028

Its maximum force is 1.6 eV Å⁻¹. For the electronic energy, the calculation gives -5193.6937 eV. Its charge is +1.

***

(12)
Entry from OMol25: a cluster of 2 separate species, C2H9N2O in total at a distorted geometry (wB97M-V/def2-TZVPD).

CARTESIAN COORDINATES (ANGSTROEM)
C: -0.3513 -0.7743 1.2636
N: 0.5239 -1.5725 0.3781
H: -0.4403 -1.3839 2.1990
H: -1.3973 -0.4671 0.8596
H: 0.1989 0.1316 1.6358
H: 0.5112 -1.1457 -0.5551
H: 1.4795 -1.4555 0.7813
H: 0.2765 -2.5195 0.3186
C: 0.5083 1.3428 -1.1237
N: -0.8201 1.7666 -0.9535
O: 0.7656 0.1702 -1.5886
H: 1.4495 1.9016 -0.8860
H: -1.2134 2.6632 -0.6207
H: -1.4909 1.3425 -1.7084

Cartesian forces (eV/Å) of the 2 atoms listed first:
C -1.462 0.676 2.201
N 1.093 2.108 0.614

Its maximum force is 3.8 eV Å⁻¹. For the electronic energy, the calculation gives -7240.6611 eV. Its charge is +1.